Record 1
Computed, not measured: a cluster of 2 separate species, C32H31NO4 in total, with ωB97M-V/def2-TZVPD.

Geometry as XYZ:
```
68
Properties=species:S:1:pos:R:3:forces:R:3
C -6.2965 3.4891 -2.3061 0.1 -0.8 0.2
O -6.1903 2.1081 -1.8723 0.1 0.5 -0.3
C -4.9664 1.5202 -1.8712 0.8 0.0 0.0
C -4.8675 0.2071 -1.3302 -0.6 1.0 -0.3
C -3.6368 -0.3767 -1.1678 0.8 -0.1 -0.3
C -2.4278 0.3033 -1.5089 -1.7 0.6 -0.1
C -1.1575 -0.3306 -1.3055 1.1 -1.5 0.1
C 0.0947 0.3633 -1.4540 0.5 0.4 -0.1
C 1.2425 -0.4008 -1.7704 -0.5 -0.1 -0.2
C 2.4753 0.1790 -1.8777 0.5 1.0 0.1
C 2.6104 1.5702 -1.6399 -0.5 -0.1 0.1
O 3.8802 2.0564 -1.6739 0.1 0.7 -0.4
C 4.0659 3.4816 -1.8242 -0.2 -0.7 0.2
C 1.4843 2.3662 -1.3341 0.7 -0.4 -0.1
C 0.2510 1.7473 -1.1866 -0.1 -0.5 -0.3
C -2.5764 1.5415 -2.1910 0.4 -0.5 0.3
C -3.8045 2.1458 -2.3856 -1.0 -0.2 0.3
H -7.3538 3.7215 -2.1764 0.2 0.1 -0.1
H -5.6791 4.1494 -1.6751 -0.2 -0.3 -0.2
H -6.0134 3.6005 -3.3655 -0.1 -0.1 0.4
H -5.7913 -0.3086 -1.0534 0.3 0.2 -0.1
H -3.5823 -1.4114 -0.8179 0.0 0.4 0.0
H -1.1573 -1.4095 -1.4792 0.2 0.4 -0.4
H 1.1243 -1.4720 -1.9511 0.0 0.3 0.1
H 3.3620 -0.4014 -2.1395 -0.2 0.2 0.1
H 5.1358 3.5899 -2.0019 -0.2 0.2 0.1
H 3.4981 3.8789 -2.6809 0.1 -0.2 0.3
H 3.7732 4.0001 -0.8988 0.1 0.0 -0.3
H 1.5843 3.4524 -1.2112 -0.1 -0.6 0.1
H -0.6071 2.3516 -0.8851 0.3 -0.3 -0.1
H -1.7051 2.0226 -2.6299 -0.2 -0.2 0.2
H -3.8732 3.0946 -2.9291 0.1 -0.4 0.3
C -4.4055 0.1262 2.4960 -0.4 0.3 0.1
C -3.6213 -1.1291 2.2418 0.4 0.3 -0.5
O -2.4625 -0.6941 1.4776 -0.6 -0.6 0.5
C -1.7152 -1.6930 0.9513 0.5 -0.2 0.1
C -0.3617 -1.1632 0.7056 -1.7 2.1 0.9
N 0.6156 -2.0405 0.7702 2.3 -1.7 -0.8
C 1.8770 -1.8803 1.1325 -1.8 0.6 -0.5
C 2.8148 -2.9885 0.9171 0.4 -0.6 0.0
C 4.1228 -3.0122 1.4559 -0.5 0.0 -0.1
C 4.9607 -4.1022 1.2333 -0.2 -0.2 -0.2
C 4.5105 -5.1837 0.4641 -0.3 0.1 0.0
C 3.2041 -5.1866 -0.0551 0.2 0.4 0.3
C 2.3665 -4.0951 0.1753 0.3 -0.2 -0.1
C 2.2994 -0.6044 1.7360 0.1 0.5 0.1
C 3.4368 0.0767 1.2776 -0.3 0.0 0.0
C 3.7047 1.3672 1.7251 0.0 -0.1 0.2
C 2.8916 1.9490 2.6997 0.0 0.0 -0.2
C 1.7656 1.2692 3.1737 0.1 -0.1 0.0
C 1.4608 0.0027 2.6853 0.4 0.1 0.2
O -2.1058 -2.8271 0.7419 0.0 0.8 0.2
H -5.2460 -0.0919 3.1595 0.0 0.1 0.0
H -3.7717 0.8925 2.9597 -0.2 -0.2 -0.1
H -4.8092 0.5303 1.5608 0.1 -0.1 0.1
H -3.2539 -1.5668 3.1831 -0.2 -0.1 -0.4
H -4.1807 -1.8675 1.6542 0.1 0.1 0.3
H -0.2085 -0.1034 0.9837 -0.2 -0.7 0.0
H 4.4649 -2.1787 2.0702 -0.1 -0.3 -0.2
H 5.9628 -4.1179 1.6688 -0.3 0.0 -0.2
H 5.1637 -6.0363 0.2858 -0.1 0.2 0.0
H 2.8304 -6.0378 -0.6234 0.2 0.2 0.1
H 1.3437 -4.0711 -0.2027 0.3 -0.1 0.1
H 4.0723 -0.4054 0.5340 -0.2 0.3 0.1
H 4.5509 1.9053 1.3024 -0.1 -0.1 0.2
H 3.1320 2.9419 3.0826 -0.1 -0.2 -0.1
H 1.1120 1.7217 3.9179 0.2 0.0 -0.1
H 0.5826 -0.5350 3.0529 0.3 0.2 -0.1
```
Forces are in eV/Å.

Values from the calculation:
- Total charge: 0
- LUMO: -0.99 eV
- HOMO level: -0.2334 Eh
- Kohn-Sham gap: 5.36 eV

Record 2
Computed, not measured: a cluster of 2 separate species, C6H12NO in total, with ωB97M-V/def2-TZVPD.

Geometry as XYZ:
```
20
Properties=species:S:1:pos:R:3:forces:R:3
C -1.5984 -0.9418 -0.0108 3.4 -2.4 -0.2
C 1.0417 0.8290 -1.9059 0.8 -0.9 -2.1
C 1.4842 1.2248 -0.7439 -1.6 -0.5 1.3
C -2.6068 -0.1351 0.5522 -0.9 2.0 -0.1
C 0.3850 -2.4620 -0.4102 0.5 -2.4 1.7
C 0.8835 1.6233 1.5694 1.1 1.5 -3.1
N -0.7734 -1.6883 -0.3395 -3.2 2.5 0.3
O 0.9349 0.7351 0.4316 -0.3 -0.3 0.1
H 0.5713 -0.1113 -2.1106 -1.1 -0.1 0.4
H 1.4638 1.2001 -2.8418 0.2 0.3 0.5
H 2.2647 1.9146 -0.6936 1.0 1.4 0.6
H -3.0626 -0.5882 1.4141 0.0 -0.6 0.4
H -3.3549 -0.1096 -0.2325 -0.6 0.4 0.0
H -2.3316 0.9257 0.8541 0.2 -1.4 -0.7
H 0.9282 -2.4383 -1.3378 0.1 0.5 -0.3
H 0.1425 -3.5546 -0.1837 0.0 1.4 -0.4
H 0.9078 -2.1003 0.4835 0.7 -0.1 -0.6
H 0.2577 2.4960 1.4338 -0.6 0.0 -0.5
H 1.8541 2.0354 1.6466 1.2 0.4 0.7
H 0.6083 1.1452 2.4250 -0.7 -1.8 2.1
```
Forces are in eV/Å.

Values from the calculation:
- Total charge: +1
- LUMO: -3.55 eV
- HOMO level: -0.4606 Eh
- Energy above the lowest of the compared OMol25 structures with the same formula, charge and spin: 62.0 kcal per mole
- Kohn-Sham gap: 8.98 eV

Record 3
Computed, not measured: a structure of composition C17H20BClN6Re, with ωB97M-V/def2-TZVPD.

Geometry as XYZ:
```
46
Properties=species:S:1:pos:R:3:forces:R:3
H 0.6534 3.6106 0.0999 0.2 0.1 0.1
N 0.4063 1.9227 -1.1737 0.7 1.7 -2.6
B 0.0418 0.4389 -3.2713 -1.2 -0.2 0.1
N 0.4337 1.7750 -2.5996 0.0 0.8 1.6
C 0.7250 2.9607 -3.1290 -0.3 -0.7 0.3
Re 0.3343 0.3323 -0.0867 -2.0 -0.2 1.1
H 0.7625 3.0525 -4.2036 0.1 0.1 0.0
C 0.8829 3.9127 -2.1292 -0.1 -0.1 1.2
H 1.0885 4.9600 -2.2513 0.0 0.1 0.0
C 0.6828 3.2575 -0.9148 -0.1 -0.9 -1.4
H 0.0623 0.5255 -4.4715 0.2 0.0 0.4
C -2.3824 -2.2074 2.2373 1.2 -0.3 -0.8
H -1.5885 -2.7035 2.7938 0.0 0.1 0.1
H -1.9465 -1.3630 1.6816 0.1 -0.2 -0.2
H -2.8175 -2.9471 1.5658 -0.2 0.3 0.0
N -1.3812 0.0307 -2.7585 -0.2 0.0 0.5
N 1.0229 -0.6164 -2.7307 0.6 -1.2 1.2
N -1.5895 -0.0605 -1.4030 0.4 0.1 0.5
N 1.0974 -0.9334 -1.3330 1.2 -0.8 -2.8
C -2.5405 -0.2626 -3.3930 0.2 0.0 0.7
C 1.7669 -1.4995 -3.4025 -0.6 0.6 1.1
H -2.5889 -0.2552 -4.4701 0.0 0.0 0.0
H 1.7943 -1.4507 -4.4747 0.1 0.0 -0.2
C -3.5133 -0.5481 -2.4397 0.3 0.1 0.2
C 2.3554 -2.3914 -2.5092 -0.1 -0.2 0.8
C -2.8767 -0.4063 -1.1927 0.6 0.3 -1.2
C 1.9258 -2.0389 -1.2359 -0.5 0.8 -0.9
H -4.5412 -0.8188 -2.6235 0.1 0.0 0.0
H 3.0017 -3.2084 -2.7657 0.1 -0.1 0.0
H -3.2512 -0.4990 -0.1842 -0.1 -0.1 -0.1
H 2.0819 -2.4955 -0.2699 0.2 0.0 -0.1
H -3.0844 -1.7744 2.8929 -1.0 0.2 0.8
Cl -0.1387 2.5692 2.5330 -0.1 0.4 -0.6
C 0.4164 1.1909 3.4037 0.0 -1.0 0.9
C 0.0213 1.0149 4.7345 0.0 -0.2 -0.3
C 0.2857 -0.2043 5.3759 0.1 0.2 -0.5
C 0.9194 -1.2273 4.6655 -0.1 -0.2 0.1
C 1.3442 -1.0284 3.3551 0.0 0.2 0.0
C 1.1673 0.2172 2.7278 -0.1 -0.1 -0.8
C 1.7940 0.4948 1.3494 0.0 -0.2 0.6
H -0.5195 1.8055 5.2494 0.1 -0.1 -0.1
H -0.0363 -0.3618 6.4087 0.2 0.1 -0.4
H 1.0826 -2.1923 5.1479 0.0 0.3 -0.2
H 1.8407 -1.8221 2.7920 0.0 0.2 0.4
H 2.2367 1.5025 1.2761 0.0 -0.3 0.2
H 2.5683 -0.2581 1.1264 0.0 0.3 0.2
```
Forces are in eV/Å.

Values from the calculation:
- Multiplicity: 4
- Total charge: +2
- LUMO (alpha / beta): -8.13 / -8.94 eV
- HOMO level (alpha / beta): -0.5487 / -0.5479 Eh
- Energy above the lowest of the compared OMol25 structures with the same formula, charge and spin: 0.0 kcal per mole
- ⟨S²⟩: 3.774
- Kohn-Sham gap (alpha / beta): 6.80 / 5.97 eV

Record 4
Computed, not measured: a cluster of 2 separate species, C8H18O4 in total, with ωB97M-V/def2-TZVPD.

Geometry as XYZ:
```
30
Properties=species:S:1:pos:R:3:forces:R:3
C -2.9202 -1.5738 -1.2663 0.1 0.3 0.0
C -1.9509 -0.5298 -0.7005 -0.4 0.0 -0.6
C -2.0714 -0.3285 0.8020 -0.1 -0.5 0.0
C -3.4388 -0.0119 1.3440 0.1 0.1 0.4
C 0.0683 2.3285 -0.5107 -0.7 0.4 -0.5
C 1.9502 1.0831 0.1516 -0.1 -0.7 0.0
C 2.6570 -0.1884 -0.2769 0.0 -0.3 -0.2
C 3.8025 -0.6217 0.6180 -0.6 -0.1 0.5
H -3.9541 -1.3594 -0.9684 0.2 -0.1 -0.2
H -2.8518 -1.5215 -2.3627 0.0 -0.3 0.4
H -2.6313 -2.5652 -0.9040 -0.1 0.1 -0.2
H -2.2362 0.4535 -1.1604 0.3 -0.4 0.2
H -0.1663 -0.5132 -0.2718 0.9 -0.1 0.0
H -4.1574 -0.8249 1.1776 0.3 0.1 0.1
H -3.8034 0.8540 0.7951 -0.2 0.1 0.0
H -3.3762 0.2250 2.4142 0.0 -0.1 -0.4
H 0.5333 3.2907 -0.2184 -0.1 -0.4 0.0
H -0.5400 2.4894 -1.4192 0.2 0.1 0.4
H -0.6127 1.9828 0.2826 0.2 0.2 0.1
H 1.4726 0.9721 1.1300 -0.1 0.0 0.1
H 2.6547 1.8949 0.2200 0.4 0.6 0.0
H 3.0269 -0.0029 -1.2846 0.2 -0.1 -0.1
H 1.9243 -1.0004 -0.3743 0.2 0.1 0.1
H 3.3917 -0.9799 1.5882 0.2 0.2 -0.4
H 4.4360 0.2406 0.8502 0.2 0.0 -0.1
H 4.9636 -2.1507 0.7333 -0.1 0.2 -0.8
O -0.6326 -0.8995 -1.0191 -1.0 0.1 0.0
O -1.0743 -0.4080 1.4899 -0.3 0.2 0.0
O 0.9911 1.3383 -0.8508 0.3 0.2 0.1
O 4.5456 -1.6735 -0.0085 0.1 0.0 0.9
```
Forces are in eV/Å.

Values from the calculation:
- Total charge: 0
- LUMO: 0.74 eV
- HOMO level: -0.3560 Eh
- Energy above the lowest of the compared OMol25 structures with the same formula, charge and spin: 26.0 kcal per mole
- SMILES: CC(=O)[C@H](C)O.COCCCO
- Kohn-Sham gap: 10.43 eV

Record 5
Computed, not measured: a cluster of 23 separate species, H46O23 in total, with ωB97M-V/def2-TZVPD.

Geometry as XYZ:
```
69
Properties=species:S:1:pos:R:3:forces:R:3
O -1.9922 1.9110 -4.6865 0.1 -0.4 -0.1
H -1.9317 2.5228 -3.9470 0.0 -0.1 0.1
H -2.0899 1.0229 -4.2956 0.1 0.5 0.1
O 2.1085 -4.3423 1.9558 -0.2 0.4 0.1
H 2.6796 -4.9374 1.4649 0.1 -0.2 0.1
H 1.9672 -4.7240 2.8275 0.1 -0.2 -0.1
O -1.0095 0.8670 -0.2742 0.6 -0.2 -0.3
H -1.3141 0.2867 -1.0203 -0.1 0.4 0.4
H -1.5400 0.7839 0.5330 -0.4 -0.2 0.0
O -0.2700 0.5598 3.9138 0.6 -0.7 0.0
H 0.4438 -0.0863 4.1301 -0.7 0.5 -0.3
H -0.2620 1.3103 4.5086 0.1 0.0 0.1
O 0.9246 0.9693 -4.7418 -0.7 -0.6 -0.6
H 1.3397 1.5858 -4.1473 0.5 0.6 0.8
H 0.0881 1.4020 -4.9839 0.1 -0.2 0.0
O 1.3337 -1.6306 -3.1442 -1.3 0.1 -0.5
H 1.1015 -1.0881 -3.9332 0.7 -0.1 0.6
H 2.2078 -1.3600 -2.8731 0.9 0.5 -0.2
O 0.8063 4.6669 4.4982 -0.9 0.9 -0.2
H 1.3506 3.9108 4.6439 0.8 -0.7 0.1
H 1.2486 5.2081 3.8341 0.1 -0.1 0.1
O -1.5888 4.5353 0.7177 0.6 -0.1 -0.6
H -2.4917 4.7751 0.4993 0.0 0.0 -0.3
H -1.0804 4.3440 -0.1085 -0.5 0.1 0.7
O -0.6109 -4.4187 -1.1517 -0.3 -0.1 1.0
H 0.1300 -3.9646 -0.7075 -0.5 -0.3 -0.2
H -1.1476 -4.8132 -0.4150 0.7 0.5 -0.8
O -1.3703 -0.3212 -2.5578 -0.3 -1.5 -0.7
H -0.4836 -0.5971 -2.8664 -0.1 0.4 0.3
H -1.8685 -1.1738 -2.6623 0.1 0.7 0.1
O 1.7285 2.7247 1.6946 0.2 -1.6 1.0
H 2.3424 1.9697 1.8724 -0.4 0.9 -0.5
H 0.9022 2.4075 2.1489 0.3 0.6 -0.3
O 2.0957 2.6183 -2.6089 0.5 -0.3 -0.5
H 1.6201 2.7895 -1.7478 -0.1 0.1 -0.5
H 2.4657 3.4671 -2.8607 0.1 0.0 -0.1
O -0.7861 2.9835 2.8124 0.0 -0.2 0.0
H -1.0575 3.4177 1.9888 -0.3 0.3 -0.2
H -0.4168 3.7057 3.3399 0.0 0.1 0.2
O 3.6280 -0.2477 0.3896 0.8 -0.1 0.9
H 4.0635 -0.7467 1.1061 -0.3 0.4 -0.6
H 2.7037 -0.5401 0.3942 -0.3 -0.1 0.0
O -2.6247 -3.1414 -2.8737 0.3 0.0 -0.7
H -1.8177 -3.4665 -2.4357 0.0 -0.3 0.1
H -2.6023 -3.5276 -3.7751 -0.1 0.3 0.9
O 3.8885 0.1847 -2.3582 -1.1 0.9 -0.7
H 4.0221 0.3805 -1.4166 -0.1 -0.2 -0.1
H 3.3034 0.9235 -2.7011 1.0 -0.9 0.8
O 1.0988 -1.6341 3.0641 0.3 -0.7 -0.3
H 0.3568 -1.8859 2.4634 0.7 0.1 0.7
H 1.8313 -2.2697 2.9102 -0.9 0.5 -0.1
O 0.5865 3.0806 -0.6894 -0.2 -0.9 1.0
H 0.1540 2.1908 -0.7077 -0.4 0.6 -0.1
H 1.1071 2.9545 0.1506 -0.1 0.5 -0.2
O -1.4052 -1.9594 1.5282 -0.9 0.5 0.7
H -0.7022 -1.7457 0.9101 -0.1 0.5 -0.5
H -1.9862 -1.1656 1.7137 1.2 -0.9 -0.4
O -1.9886 -4.7755 2.1403 -0.1 1.4 -0.9
H -1.0901 -4.4802 2.3679 -0.5 -0.1 -0.1
H -2.3820 -3.9563 1.7088 0.7 -1.3 0.8
O 1.0868 -1.0317 -0.0795 0.1 -0.3 -1.1
H 0.4580 -0.2851 -0.1342 0.0 0.1 0.0
H 1.3454 -1.2139 -1.0209 -0.6 0.2 0.9
O -4.1359 -2.8525 -0.2321 -0.1 -0.1 0.1
H -3.8371 -2.0049 0.1231 0.1 -0.3 -0.4
H -3.7824 -2.9705 -1.1283 0.0 0.3 0.2
O -2.4485 0.6345 2.1626 1.4 -0.8 0.0
H -2.8297 1.4961 2.1465 -0.6 1.0 0.1
H -1.5743 0.7676 2.6229 -0.7 -0.2 0.1
```
Forces are in eV/Å.

Values from the calculation:
- Total charge: 0
- LUMO: -0.15 eV
- HOMO level: -0.3949 Eh
- Energy above the lowest of the compared OMol25 structures with the same formula, charge and spin: 9.4 kcal per mole
- Kohn-Sham gap: 10.60 eV

Record 6
Computed, not measured: an isolated molecule of C4H8O3, with ωB97M-V/def2-TZVPD.

Geometry as XYZ:
```
15
Properties=species:S:1:pos:R:3:forces:R:3
O -2.3915 0.2617 0.1562 -0.1 0.0 -0.2
C -1.3155 -0.6432 0.2747 0.3 -0.1 0.2
C 0.0231 -0.0131 -0.0980 -0.1 0.1 0.2
C 1.2809 -0.3621 0.7140 -0.2 0.1 0.2
O 2.4274 -0.6575 -0.0377 0.0 -0.3 -0.2
C 0.0797 1.3381 -0.6322 -0.1 0.4 0.2
O 0.0776 0.2226 -1.5132 0.2 -0.2 0.0
H -2.4345 0.5199 -0.7744 -0.1 -0.1 0.1
H -1.3035 -0.9971 1.3096 0.0 0.2 -0.1
H -1.4920 -1.5245 -0.3690 0.2 0.2 0.2
H 1.5282 0.5586 1.2540 0.0 -0.3 0.1
H 1.0445 -1.1162 1.4794 0.1 -0.2 -0.3
H 2.2192 -1.3857 -0.6330 0.1 0.1 -0.1
H 1.0510 1.8295 -0.5991 -0.2 0.1 0.1
H -0.7947 1.9691 -0.5314 -0.1 0.0 -0.5
```
Forces are in eV/Å.

Values from the calculation:
- Total charge: 0
- LUMO: 0.79 eV
- HOMO level: -0.3735 Eh
- Energy above the lowest of the compared OMol25 structures with the same formula, charge and spin: 67.8 kcal per mole
- SMILES: OCC1(CO)CO1
- Kohn-Sham gap: 10.95 eV

no.,electronic energy (eV)
1,-43364.0848
2,-9944.4175
3,-42206.3712
4,-16776.7493
5,-47843.2335
6,-10418.0644